Entry 1:
A 2-piece molecular cluster, C22H33F15N3O6P2S overall in a non-equilibrium geometry, computed with ωB97M-V/def2-TZVPD.

Output
2S+1: 1
E: -110259.8691 eV
Total charge: +1
LUMO level: -0.1419 Ha

Each line ends with the Mulliken charge.
Cartesian coordinates (Å):
S (0.93, -0.41, 0.58)  1.228
P (-1.96, -3.07, 4.23)  0.103
P (-1.98, 1.12, -0.63)  1.052
F (2.96, -1.48, -1.65)  -0.242
F (0.85, -1.55, -2.68)  -0.211
F (2.36, -3.52, -3.60)  -0.229
F (-0.81, 0.58, -7.89)  -0.223
F (1.90, 0.45, -10.45)  -0.251
F (-2.07, 1.75, -6.57)  -0.276
F (0.86, -4.56, -2.17)  -0.201
F (-0.31, -2.81, -0.20)  -0.170
F (-0.14, 1.77, -4.63)  -0.283
F (0.53, 2.67, -6.49)  -0.286
F (1.23, -0.73, -8.01)  -0.270
F (3.37, -0.60, -8.30)  -0.290
F (1.84, -2.98, 0.66)  -0.288
F (3.17, -4.25, -1.57)  -0.209
F (1.00, 1.91, -9.11)  -0.216
O (-1.08, 2.59, -0.83)  -0.498
O (2.44, 0.81, -6.87)  -0.415
O (-3.65, 1.50, -0.98)  -0.609
O (2.18, -0.40, 1.50)  -0.638
O (1.24, 0.62, -0.48)  -0.542
O (0.05, 0.73, 2.82)  0.177
N (-3.08, -0.51, 1.34)  0.369
N (-0.76, -1.41, 2.40)  -0.509
N (-1.50, 0.16, -1.81)  -0.414
C (-0.49, -0.07, 1.71)  -0.194
C (-1.79, -1.29, 3.48)  0.163
C (2.08, 1.12, -9.28)  0.202
C (1.44, 0.58, -5.87)  -0.694
C (-1.03, 0.87, -6.60)  0.085
C (1.67, -2.17, -1.66)  0.476
C (1.99, -3.68, -2.19)  0.458
C (-3.20, -0.98, 2.77)  -0.974
C (-3.19, -1.58, 0.32)  0.093
C (1.74, 4.27, 2.73)  -1.181
C (2.25, 0.14, -8.11)  0.725
C (-3.41, -2.47, -0.64)  -0.670
C (-0.29, -3.64, 4.98)  -0.872
C (-3.35, -3.12, 5.53)  -0.930
C (0.20, 1.48, -5.92)  0.892
C (0.83, 2.89, 5.51)  -1.206
C (1.80, 2.64, 2.97)  0.376
C (-1.89, 0.44, 1.13)  -0.412
C (2.53, 0.90, 4.93)  -0.818
C (0.97, -2.14, -0.18)  0.601
C (0.38, 2.09, 2.41)  -0.992
C (2.04, 2.43, 4.55)  0.149
H (1.10, 4.47, 1.77)  0.317
H (-0.43, 2.79, 2.88)  0.189
H (-4.32, -3.42, 4.98)  0.277
H (-2.19, 1.35, 1.81)  0.327
H (2.78, 4.74, 2.55)  0.342
H (-3.73, -0.15, 3.40)  0.163
H (2.96, 1.76, -9.38)  0.241
H (2.71, 2.26, 2.37)  0.310
H (3.62, 0.96, 5.34)  0.300
H (0.58, -2.89, 4.79)  0.231
H (-1.28, 2.93, -1.74)  0.392
H (0.76, 2.15, 6.41)  0.320
H (-0.22, 2.88, 5.02)  0.154
H (2.95, 3.10, 4.83)  0.516
H (1.87, 0.42, 5.74)  0.218
H (-1.35, -0.04, -6.08)  0.266
H (-0.38, -3.95, 6.10)  0.356
H (-1.16, -0.71, -1.35)  -0.055
H (0.14, -1.78, 2.78)  0.367
H (1.18, -0.49, -5.78)  0.371
H (1.19, 4.82, 3.59)  0.287
H (2.58, 0.29, 3.96)  0.022
H (-3.52, -2.08, 5.98)  0.289
H (0.97, 3.95, 5.96)  0.312
H (-4.12, 0.64, -1.13)  0.363
H (-3.91, 0.12, 1.19)  0.640
H (0.03, -4.62, 4.43)  0.305
H (1.95, 0.81, -4.93)  0.409
H (-1.51, -0.61, 4.36)  0.330
H (-3.13, -3.94, 6.33)  0.350
H (-3.89, -1.93, 2.86)  0.413
H (0.36, 2.31, 1.28)  0.343
H (-3.46, -3.25, -1.48)  0.397

---

Entry 2:
A 12-piece molecular cluster, C22H33F6N11P overall in a non-equilibrium geometry, computed with ωB97M-V/def2-TZVPD.

Output
2S+1: 1
E: -65340.3252 eV
Total charge: -1
LUMO level: 0.0717 Ha

Each line ends with the Mulliken charge.
Cartesian coordinates (Å):
P (0.24, -0.01, -0.57)  1.731
F (-1.32, 0.49, -0.63)  -0.465
F (0.59, 0.78, -1.91)  -0.481
F (0.56, 1.35, 0.27)  -0.376
F (-0.13, -0.85, 0.79)  -0.373
F (-0.11, -1.33, -1.41)  -0.523
F (1.77, -0.50, -0.41)  -0.530
N (3.56, 1.69, 3.47)  -0.481
N (5.38, 1.34, -0.37)  -0.527
N (0.08, -5.33, 3.32)  -0.475
N (-0.44, -2.83, -4.25)  -0.442
N (-3.55, 1.96, 3.81)  -0.463
N (0.87, 0.86, 5.86)  -0.516
N (-1.87, 0.77, -5.45)  -0.459
N (2.37, -1.07, -4.27)  -0.319
N (-4.21, 2.72, 0.48)  -0.488
N (-4.63, -2.40, 2.86)  -0.496
N (2.30, -3.94, -3.58)  -0.480
C (3.40, 1.32, -4.19)  -0.864
C (-2.03, 3.89, -0.31)  0.063
C (-2.48, 2.23, 3.49)  -0.045
C (0.88, 0.15, 4.95)  0.218
C (-2.61, -2.15, -2.96)  -0.350
C (2.69, 3.30, 1.61)  -0.195
C (-2.32, 1.35, -4.56)  0.280
C (-4.23, -1.69, 2.05)  0.062
C (-3.05, 2.03, -3.48)  -0.237
C (5.01, 0.51, 0.34)  0.371
C (0.90, -0.71, 3.79)  0.050
C (2.82, -0.02, -4.23)  0.367
C (-1.20, -3.83, 1.60)  0.304
C (4.55, -0.53, 1.22)  0.005
C (-3.57, -0.91, 1.01)  0.424
C (3.18, 2.41, 2.67)  0.374
C (-1.39, -2.48, -3.70)  0.341
C (-1.14, 2.63, 3.09)  -0.088
C (-0.49, -4.68, 2.55)  0.112
C (2.09, -3.76, -2.47)  0.252
C (-3.27, 3.25, 0.11)  0.453
C (1.77, -3.50, -1.08)  0.359
H (1.61, 3.21, 1.56)  -0.217
H (-2.65, -1.42, 0.74)  -0.296
H (0.68, -3.54, -0.94)  -0.122
H (-2.48, 2.02, -2.56)  -0.325
H (0.25, -0.23, 3.05)  -0.208
H (-3.26, 3.05, -3.82)  0.397
H (-2.15, -3.58, 2.09)  0.132
H (-1.37, 3.81, 0.56)  -0.323
H (3.16, 1.85, -5.11)  0.305
H (2.09, -2.51, -0.77)  -0.378
H (-1.13, 3.62, 2.63)  0.429
H (-3.45, -2.11, -3.64)  0.417
H (1.89, -0.87, 3.37)  0.087
H (-2.51, -1.16, -2.52)  -0.220
H (4.24, -1.43, 0.69)  0.160
H (0.52, -1.70, 4.02)  0.352
H (5.31, -0.77, 1.96)  0.344
H (-2.72, -2.91, -2.19)  0.267
H (4.49, 1.20, -4.16)  0.318
H (-4.24, -0.75, 0.16)  0.325
H (-0.66, -2.91, 1.38)  -0.454
H (3.12, 1.83, -3.27)  0.202
H (-3.36, 0.09, 1.39)  -0.108
H (-1.62, 3.27, -1.10)  -0.048
H (2.23, -4.24, -0.43)  0.464
H (2.93, 4.34, 1.83)  0.387
H (-2.08, 4.95, -0.51)  0.430
H (-0.73, 1.89, 2.39)  -0.370
H (-0.46, 2.64, 3.94)  0.476
H (-3.97, 1.46, -3.39)  0.270
H (-1.44, -4.39, 0.70)  0.375
H (3.64, -0.25, 1.76)  -0.334
H (3.16, 3.02, 0.67)  0.175

---

Entry 3:
A 2-piece molecular cluster, C22H33I2N4O9P overall in a non-equilibrium geometry, computed with ωB97M-V/def2-TZVPD.

Output
2S+1: 1
E: -73205.4070 eV
Total charge: 0
LUMO level: -0.1294 Ha

Each line ends with the Mulliken charge.
Cartesian coordinates (Å):
I (-2.41, 0.46, -5.86)  0.097
I (-2.28, -2.53, -4.48)  0.221
P (3.82, -2.79, -0.58)  0.889
O (4.22, -3.17, 1.07)  -0.502
O (1.11, 2.80, 5.90)  -0.554
O (-4.78, -0.56, -1.06)  -0.589
O (3.95, -4.19, -1.37)  -0.659
O (-2.90, 5.78, -0.41)  -0.842
O (-1.75, 5.03, 1.20)  -0.395
O (-2.01, 3.68, -0.52)  -0.631
O (5.07, -1.74, -1.27)  -0.528
O (2.35, -2.43, -3.23)  -0.267
N (4.00, -0.37, -4.05)  -0.408
N (1.40, 3.50, 3.47)  -0.328
N (1.52, -1.96, -2.24)  0.583
N (-3.57, -2.68, -1.21)  0.240
C (1.73, -1.39, 2.03)  -0.336
C (-2.25, 4.79, 0.00)  0.548
C (-0.36, -0.80, 0.22)  0.193
C (3.13, -1.31, -3.81)  0.522
C (-0.43, 0.08, -4.88)  -0.451
C (-1.37, -0.22, 1.37)  -0.677
C (0.04, 2.15, 1.63)  0.503
C (-0.36, -1.42, -4.21)  -0.919
C (-2.34, -0.19, -1.66)  0.097
C (-0.85, -0.82, -1.38)  0.954
C (0.03, 3.05, 3.00)  -0.621
C (1.81, 2.82, 4.76)  0.424
C (3.26, 2.05, 4.76)  -0.765
C (3.06, -0.42, 2.25)  -0.450
C (1.17, -1.41, 0.49)  0.223
C (-5.00, -3.24, -1.37)  -0.785
C (2.05, -2.00, -0.80)  -0.048
C (-3.05, -3.17, 0.13)  -0.661
C (0.13, -1.40, -2.61)  0.036
C (-3.60, -1.18, -1.32)  -0.016
C (-1.42, 1.41, 1.51)  -0.780
C (0.01, 1.31, -3.88)  -0.784
H (-2.55, 0.83, -1.11)  -0.212
H (0.34, 0.12, -5.79)  0.517
H (3.95, 2.65, 5.51)  0.366
H (-0.81, 1.64, -3.11)  0.263
H (-0.50, 2.48, 3.87)  0.315
H (-2.15, 5.92, 1.22)  0.272
H (-5.00, -4.40, -1.64)  0.280
H (-2.49, -0.56, 1.16)  -0.009
H (3.84, -0.57, 1.37)  0.108
H (3.74, 2.18, 3.69)  0.265
H (3.66, -0.70, 3.24)  0.305
H (-3.39, -4.32, 0.21)  0.372
H (5.97, -2.17, -1.18)  0.339
H (4.12, -4.18, 1.21)  0.371
H (1.32, 4.53, 3.71)  0.349
H (2.81, 0.72, 2.34)  0.009
H (-3.52, -2.57, 1.02)  0.318
H (-2.02, 1.97, 0.67)  0.194
H (-1.14, -0.64, 2.47)  0.426
H (0.96, -1.05, 2.84)  0.134
H (-5.61, -3.07, -0.36)  0.292
H (3.08, 0.93, 5.07)  0.150
H (-1.88, -3.18, 0.09)  0.072
H (-2.00, 1.64, 2.53)  0.450
H (0.86, 1.31, 1.58)  -0.496
H (0.16, 2.86, 0.70)  0.253
H (0.40, -2.03, -4.89)  0.427
H (2.02, -2.51, 2.30)  0.387
H (1.08, 1.11, -3.37)  0.183
H (-2.39, 0.05, -2.82)  -0.154
H (-0.61, 4.02, 2.75)  0.248
H (0.20, 2.25, -4.59)  0.384
H (-5.57, -2.72, -2.29)  0.289

---

Look up the total charge of the first one. +1

---

Among the records above, which one has the lowest E? C22H33F15N3O6P2S

---

Please write out number 3 again, unchanged.
A 2-piece molecular cluster, C22H33I2N4O9P overall in a non-equilibrium geometry, computed with ωB97M-V/def2-TZVPD.

Output
2S+1: 1
E: -73205.4070 eV
Total charge: 0
LUMO level: -0.1294 Ha

Each line ends with the Mulliken charge.
Cartesian coordinates (Å):
I (-2.41, 0.46, -5.86)  0.097
I (-2.28, -2.53, -4.48)  0.221
P (3.82, -2.79, -0.58)  0.889
O (4.22, -3.17, 1.07)  -0.502
O (1.11, 2.80, 5.90)  -0.554
O (-4.78, -0.56, -1.06)  -0.589
O (3.95, -4.19, -1.37)  -0.659
O (-2.90, 5.78, -0.41)  -0.842
O (-1.75, 5.03, 1.20)  -0.395
O (-2.01, 3.68, -0.52)  -0.631
O (5.07, -1.74, -1.27)  -0.528
O (2.35, -2.43, -3.23)  -0.267
N (4.00, -0.37, -4.05)  -0.408
N (1.40, 3.50, 3.47)  -0.328
N (1.52, -1.96, -2.24)  0.583
N (-3.57, -2.68, -1.21)  0.240
C (1.73, -1.39, 2.03)  -0.336
C (-2.25, 4.79, 0.00)  0.548
C (-0.36, -0.80, 0.22)  0.193
C (3.13, -1.31, -3.81)  0.522
C (-0.43, 0.08, -4.88)  -0.451
C (-1.37, -0.22, 1.37)  -0.677
C (0.04, 2.15, 1.63)  0.503
C (-0.36, -1.42, -4.21)  -0.919
C (-2.34, -0.19, -1.66)  0.097
C (-0.85, -0.82, -1.38)  0.954
C (0.03, 3.05, 3.00)  -0.621
C (1.81, 2.82, 4.76)  0.424
C (3.26, 2.05, 4.76)  -0.765
C (3.06, -0.42, 2.25)  -0.450
C (1.17, -1.41, 0.49)  0.223
C (-5.00, -3.24, -1.37)  -0.785
C (2.05, -2.00, -0.80)  -0.048
C (-3.05, -3.17, 0.13)  -0.661
C (0.13, -1.40, -2.61)  0.036
C (-3.60, -1.18, -1.32)  -0.016
C (-1.42, 1.41, 1.51)  -0.780
C (0.01, 1.31, -3.88)  -0.784
H (-2.55, 0.83, -1.11)  -0.212
H (0.34, 0.12, -5.79)  0.517
H (3.95, 2.65, 5.51)  0.366
H (-0.81, 1.64, -3.11)  0.263
H (-0.50, 2.48, 3.87)  0.315
H (-2.15, 5.92, 1.22)  0.272
H (-5.00, -4.40, -1.64)  0.280
H (-2.49, -0.56, 1.16)  -0.009
H (3.84, -0.57, 1.37)  0.108
H (3.74, 2.18, 3.69)  0.265
H (3.66, -0.70, 3.24)  0.305
H (-3.39, -4.32, 0.21)  0.372
H (5.97, -2.17, -1.18)  0.339
H (4.12, -4.18, 1.21)  0.371
H (1.32, 4.53, 3.71)  0.349
H (2.81, 0.72, 2.34)  0.009
H (-3.52, -2.57, 1.02)  0.318
H (-2.02, 1.97, 0.67)  0.194
H (-1.14, -0.64, 2.47)  0.426
H (0.96, -1.05, 2.84)  0.134
H (-5.61, -3.07, -0.36)  0.292
H (3.08, 0.93, 5.07)  0.150
H (-1.88, -3.18, 0.09)  0.072
H (-2.00, 1.64, 2.53)  0.450
H (0.86, 1.31, 1.58)  -0.496
H (0.16, 2.86, 0.70)  0.253
H (0.40, -2.03, -4.89)  0.427
H (2.02, -2.51, 2.30)  0.387
H (1.08, 1.11, -3.37)  0.183
H (-2.39, 0.05, -2.82)  -0.154
H (-0.61, 4.02, 2.75)  0.248
H (0.20, 2.25, -4.59)  0.384
H (-5.57, -2.72, -2.29)  0.289

---

Please write out number 3 again, unchanged.
A 2-piece molecular cluster, C22H33I2N4O9P overall in a non-equilibrium geometry, computed with ωB97M-V/def2-TZVPD.

Output
2S+1: 1
E: -73205.4070 eV
Total charge: 0
LUMO level: -0.1294 Ha

Each line ends with the Mulliken charge.
Cartesian coordinates (Å):
I (-2.41, 0.46, -5.86)  0.097
I (-2.28, -2.53, -4.48)  0.221
P (3.82, -2.79, -0.58)  0.889
O (4.22, -3.17, 1.07)  -0.502
O (1.11, 2.80, 5.90)  -0.554
O (-4.78, -0.56, -1.06)  -0.589
O (3.95, -4.19, -1.37)  -0.659
O (-2.90, 5.78, -0.41)  -0.842
O (-1.75, 5.03, 1.20)  -0.395
O (-2.01, 3.68, -0.52)  -0.631
O (5.07, -1.74, -1.27)  -0.528
O (2.35, -2.43, -3.23)  -0.267
N (4.00, -0.37, -4.05)  -0.408
N (1.40, 3.50, 3.47)  -0.328
N (1.52, -1.96, -2.24)  0.583
N (-3.57, -2.68, -1.21)  0.240
C (1.73, -1.39, 2.03)  -0.336
C (-2.25, 4.79, 0.00)  0.548
C (-0.36, -0.80, 0.22)  0.193
C (3.13, -1.31, -3.81)  0.522
C (-0.43, 0.08, -4.88)  -0.451
C (-1.37, -0.22, 1.37)  -0.677
C (0.04, 2.15, 1.63)  0.503
C (-0.36, -1.42, -4.21)  -0.919
C (-2.34, -0.19, -1.66)  0.097
C (-0.85, -0.82, -1.38)  0.954
C (0.03, 3.05, 3.00)  -0.621
C (1.81, 2.82, 4.76)  0.424
C (3.26, 2.05, 4.76)  -0.765
C (3.06, -0.42, 2.25)  -0.450
C (1.17, -1.41, 0.49)  0.223
C (-5.00, -3.24, -1.37)  -0.785
C (2.05, -2.00, -0.80)  -0.048
C (-3.05, -3.17, 0.13)  -0.661
C (0.13, -1.40, -2.61)  0.036
C (-3.60, -1.18, -1.32)  -0.016
C (-1.42, 1.41, 1.51)  -0.780
C (0.01, 1.31, -3.88)  -0.784
H (-2.55, 0.83, -1.11)  -0.212
H (0.34, 0.12, -5.79)  0.517
H (3.95, 2.65, 5.51)  0.366
H (-0.81, 1.64, -3.11)  0.263
H (-0.50, 2.48, 3.87)  0.315
H (-2.15, 5.92, 1.22)  0.272
H (-5.00, -4.40, -1.64)  0.280
H (-2.49, -0.56, 1.16)  -0.009
H (3.84, -0.57, 1.37)  0.108
H (3.74, 2.18, 3.69)  0.265
H (3.66, -0.70, 3.24)  0.305
H (-3.39, -4.32, 0.21)  0.372
H (5.97, -2.17, -1.18)  0.339
H (4.12, -4.18, 1.21)  0.371
H (1.32, 4.53, 3.71)  0.349
H (2.81, 0.72, 2.34)  0.009
H (-3.52, -2.57, 1.02)  0.318
H (-2.02, 1.97, 0.67)  0.194
H (-1.14, -0.64, 2.47)  0.426
H (0.96, -1.05, 2.84)  0.134
H (-5.61, -3.07, -0.36)  0.292
H (3.08, 0.93, 5.07)  0.150
H (-1.88, -3.18, 0.09)  0.072
H (-2.00, 1.64, 2.53)  0.450
H (0.86, 1.31, 1.58)  -0.496
H (0.16, 2.86, 0.70)  0.253
H (0.40, -2.03, -4.89)  0.427
H (2.02, -2.51, 2.30)  0.387
H (1.08, 1.11, -3.37)  0.183
H (-2.39, 0.05, -2.82)  -0.154
H (-0.61, 4.02, 2.75)  0.248
H (0.20, 2.25, -4.59)  0.384
H (-5.57, -2.72, -2.29)  0.289